C4H4O | ωB97M-V/def2-TZVPD

Structure (XYZ):
```
9
Properties=species:S:1:pos:R:3:forces:R:3
C -2.12188 -0.91642 0.01321 -0.6 -0.4 0.0
C -1.05058 -0.24357 0.04283 1.0 0.5 0.1
C -0.23755 0.98275 -0.40486 -0.3 0.2 -0.3
C 0.28686 0.05411 0.55478 3.3 -3.0 -1.9
O 1.68085 -0.99018 -0.20668 -3.1 2.7 1.6
H 0.11573 0.93264 -1.42558 0.1 -0.1 0.0
H -0.61577 1.94347 -0.08442 0.0 0.0 0.1
H 0.59004 0.12049 1.57800 -0.1 0.2 0.3
H 1.35231 -1.88329 -0.06729 -0.3 -0.2 0.1
```
Positions in Å, forces in eV/Å.

**Multiplicity**: 1
**LUMO level**: -0.86 eV
**E**: -6253.230 eV
**Gap between HOMO and LUMO**: 9.72 eV
**HOMO**: -0.389 Ha
**ΔE to the lowest compared entry with this formula, charge and spin**: 6.149 eV